1.
{"formula": "C4H14N2O2", "method": "ωB97M-V/def2-TZVPD", "elements": ["C", "C", "C", "O", "N", "C", "N", "H", "H", "H", "H", "H", "H", "H", "H", "H", "H", "H", "H", "H", "H", "O"], "xyz": [[-0.448, -0.848, 0.187], [0.420, -1.484, -0.853], [0.453, -0.888, -2.367], [-0.647, -0.232, -2.725], [0.304, 0.086, 1.119], [1.076, 1.163, 0.390], [0.662, 2.403, 0.939], [-0.825, -1.775, 0.665], [-1.246, -0.281, -0.384], [1.480, -1.673, -0.703], [0.009, -2.480, -1.125], [1.460, -0.455, -2.635], [0.314, -1.807, -2.956], [-0.513, 0.722, -2.344], [0.797, -0.494, 1.873], [0.736, 1.180, -0.677], [2.222, 0.967, 0.315], [-0.350, 2.217, 1.046], [1.071, 2.639, 1.811], [-1.896, 0.231, 2.108], [-2.419, 0.607, 3.550], [-2.660, 0.202, 2.768]], "forces_ev_per_a": [[0.99, 0.39, 0.01], [0.50, -0.95, -3.73], [2.19, -3.42, 1.06], [-1.52, 5.59, 0.65], [-0.24, -1.95, 0.02], [0.86, -1.83, -0.24], [-0.90, 0.68, -1.10], [-0.43, 1.35, 0.65], [0.52, -0.64, 1.04], [0.06, 0.12, 1.06], [0.08, 0.39, 0.78], [-1.05, 0.11, 0.26], [0.97, 0.06, -0.05], [-0.98, -2.32, -1.22], [-0.52, 1.37, -1.80], [0.19, -0.39, 0.78], [-1.92, 0.56, 0.55], [0.79, 0.89, 0.42], [0.25, -0.03, 0.87], [-1.15, 0.15, 1.68], [1.14, 1.34, 2.25], [0.20, -1.47, -3.95]], "mulliken_charge": [-0.659, -0.507, -0.662, -0.516, -0.298, -0.243, -0.617, 0.342, 0.385, 0.270, 0.388, 0.254, 0.395, 0.381, 0.246, 0.065, 0.278, 0.277, 0.244, 0.377, 0.286, -0.686], "e_tot_ha": -420.7029, "total_charge": 0, "e_homo_ev": -9.037, "smiles": "NCNCCCO.O", "lumo_energy_ev": 0.762, "e_above_lowest_kcal_mol": 64.1}

2.
{"formula": "C4H14N2O2", "method": "ωB97M-V/def2-TZVPD", "elements": ["C", "O", "C", "C", "C", "N", "N", "H", "H", "H", "H", "H", "H", "H", "H", "H", "H", "H", "H", "H", "H", "O"], "xyz": [[-0.497, -1.809, -0.216], [-0.486, -3.085, 0.381], [-0.053, -0.773, 0.877], [-1.011, 0.460, 1.018], [-1.439, 1.089, -0.300], [-0.547, 2.161, -0.771], [1.334, -0.450, 0.748], [-1.463, -1.582, -0.663], [0.218, -1.763, -1.046], [-0.095, -1.372, 1.791], [-1.787, -0.012, 1.620], [-0.490, 1.168, 1.657], [-1.398, 0.393, -1.140], [-2.476, 1.380, -0.216], [0.389, 2.004, -0.421], [-0.829, 3.088, -0.484], [-1.279, -3.538, 0.095], [1.606, 0.099, -0.145], [1.856, -1.333, 0.722], [2.615, 1.357, -1.893], [3.156, 1.599, -0.562], [2.675, 0.920, -1.052]], "forces_ev_per_a": [[0.78, -1.00, -0.67], [0.20, 0.53, -0.30], [-0.24, 1.44, 1.75], [0.99, -1.51, -0.05], [0.56, 0.15, -0.45], [-0.23, 0.08, 0.26], [-1.17, -1.61, -3.28], [-0.18, 0.45, 0.48], [-0.02, -0.10, 0.01], [-0.25, -0.04, 0.02], [-0.56, 0.49, -0.22], [-0.19, 0.27, 0.08], [-0.32, -0.48, 0.33], [-0.13, 0.55, -0.15], [0.02, 0.19, -0.07], [-0.08, 0.01, 0.13], [-0.21, -0.39, 0.08], [0.32, 0.40, 1.50], [0.61, 0.37, 0.86], [-0.39, -0.04, -1.17], [0.18, -0.21, 0.49], [0.31, 0.43, 0.38]], "mulliken_charge": [-0.728, -0.484, 0.166, -0.971, -0.474, -0.567, -0.194, 0.468, 0.335, 0.531, 0.409, 0.419, 0.299, 0.357, 0.154, 0.273, 0.363, 0.269, 0.388, 0.338, 0.336, -0.687], "e_tot_ha": -420.4421, "total_charge": 1, "e_homo_ev": [-13.050, -13.038], "multiplicity": 2, "lumo_energy_ev": [-2.886, -8.067], "e_above_lowest_kcal_mol": 59.5}

3.
{"formula": "C4H14N2O2", "method": "ωB97M-V/def2-TZVPD", "elements": ["O", "C", "C", "C", "C", "N", "N", "H", "H", "H", "H", "H", "H", "H", "H", "H", "H", "H", "H", "H", "H", "O"], "xyz": [[-2.032, -0.058, -2.067], [-1.483, 0.541, -1.196], [-0.027, 0.248, -0.707], [-0.142, -0.802, 0.403], [-0.563, -0.136, 1.683], [-0.745, -1.120, 2.838], [0.661, -0.343, -1.952], [-2.035, 1.310, -0.623], [0.490, 1.181, -0.523], [0.766, -1.385, 0.537], [-0.929, -1.575, 0.081], [-1.454, 0.507, 1.607], [0.282, 0.492, 1.994], [-1.788, -1.382, 2.923], [-0.689, -0.703, 3.757], [-0.219, -1.977, 2.695], [-0.137, -0.855, -2.383], [1.521, -0.856, -1.824], [0.868, 0.376, -2.650], [3.174, 1.971, -1.019], [2.005, 2.686, -1.900], [2.477, 1.881, -1.673]], "forces_ev_per_a": [[0.74, -0.42, -0.35], [-0.38, 0.70, 0.83], [-0.11, -0.39, -1.80], [-1.42, -1.50, -0.78], [0.91, 0.86, 1.16], [-3.64, 0.02, -0.89], [-2.03, 0.57, -0.01], [0.21, 0.01, -0.01], [0.20, -0.03, 0.63], [0.36, 0.22, 0.06], [0.95, 1.02, 0.29], [0.24, -0.48, 0.11], [-0.35, 0.09, 0.07], [1.62, -0.14, -0.75], [1.26, 0.29, 0.51], [0.32, -0.16, 0.52], [0.69, -0.61, -0.14], [0.20, -0.50, 0.26], [0.28, 0.36, 0.33], [0.01, 0.82, -0.13], [0.77, 0.56, 0.37], [-0.83, -1.28, -0.29]], "mulliken_charge": [-0.379, -0.087, -0.317, -0.666, -0.714, -0.290, -0.297, 0.420, 0.414, 0.581, 0.384, 0.404, 0.338, 0.419, 0.366, 0.347, 0.412, 0.300, 0.356, 0.312, 0.336, -0.638], "e_tot_ha": -420.1553, "total_charge": 2, "e_homo_ev": -18.273, "lumo_energy_ev": -7.135, "e_above_lowest_kcal_mol": 14.3}

4.
{"formula": "C4H14N2O2", "method": "ωB97M-V/def2-TZVPD", "elements": ["O", "C", "C", "C", "C", "N", "N", "H", "H", "H", "H", "H", "H", "H", "H", "H", "H", "H", "H", "H", "H", "O"], "xyz": [[-0.338, 2.598, -0.410], [-1.099, 1.694, -0.256], [-0.531, 0.341, 0.378], [0.251, -0.469, -0.700], [0.195, -1.984, -0.658], [-0.801, -2.638, -1.681], [0.220, 0.734, 1.639], [-2.160, 1.724, -0.560], [-1.495, -0.121, 0.634], [1.349, -0.303, -0.541], [0.159, 0.087, -1.621], [-0.176, -2.238, 0.338], [1.093, -2.489, -0.983], [-1.093, -2.145, -2.540], [-1.686, -2.778, -1.168], [-0.508, -3.593, -1.955], [1.330, 0.887, 1.440], [0.075, 0.063, 2.401], [-0.195, 1.614, 1.933], [1.155, 3.407, 1.587], [2.576, 2.995, 1.344], [1.678, 2.612, 1.380]], "forces_ev_per_a": [[-0.48, 0.12, -0.01], [1.24, -0.15, -0.27], [-0.66, -0.39, 0.17], [2.07, 1.21, 0.66], [-1.79, -0.40, -1.54], [-1.29, -0.18, 1.14], [1.31, -1.16, -1.45], [-0.25, 0.25, -0.21], [0.38, -0.26, 0.40], [-0.69, 0.33, 0.25], [-0.38, -0.57, -0.88], [0.42, -0.77, -0.23], [0.69, 0.43, 0.72], [0.69, 0.13, 0.15], [0.07, -0.24, -0.38], [0.14, 0.35, 0.06], [-2.95, 0.28, 0.82], [0.01, -0.22, 0.04], [0.56, 0.18, 0.75], [0.12, 0.01, 0.15], [0.03, -0.27, -0.16], [0.75, 1.33, -0.19]], "mulliken_charge": [0.060, -0.192, 0.256, -0.881, -0.647, -0.389, -0.385, 0.405, 0.513, 0.351, 0.692, 0.371, 0.409, 0.366, 0.391, 0.388, 0.460, 0.381, 0.363, 0.340, 0.332, -0.582], "e_tot_ha": -419.4799, "total_charge": 3, "e_homo_ev": [-23.988, -23.561], "multiplicity": 2, "lumo_energy_ev": [-13.993, -17.465], "e_above_lowest_kcal_mol": 27.4}

5.
{"formula": "C4H14N2O5", "method": "ωB97M-V/def2-TZVPD", "elements": ["C", "N", "C", "C", "N", "C", "O", "O", "H", "H", "H", "H", "H", "H", "H", "H", "H", "H", "O", "H", "H", "O", "H", "H", "O"], "xyz": [[1.118, -0.850, 1.897], [0.627, 0.370, 1.488], [-0.335, 1.219, 2.162], [-1.929, 1.145, 2.167], [-2.615, 0.726, 1.064], [-1.920, 0.120, -0.059], [-2.396, 1.483, 3.226], [1.634, -1.609, 1.101], [1.192, -0.916, 3.000], [0.645, 0.368, 0.474], [-0.152, 1.315, 3.234], [-0.122, 2.203, 1.728], [-3.477, 0.239, 1.260], [-1.446, -0.846, 0.103], [-2.520, 0.146, -0.976], [-1.118, 0.788, -0.359], [-0.048, -2.021, -3.915], [0.700, -1.026, -3.256], [0.508, -1.268, -4.193], [3.569, 0.426, -1.936], [2.337, 1.262, -2.145], [2.647, 0.360, -2.210], [0.808, -1.848, -0.823], [1.580, -0.665, -1.571], [0.710, -1.122, -1.460]], "forces_ev_per_a": [[0.54, 1.52, 0.04], [-0.48, -1.46, -0.18], [-0.27, 1.27, -0.39], [1.79, -1.02, 0.16], [0.05, -0.87, -0.09], [0.64, 1.00, -0.93], [-0.93, 0.12, -0.10], [-0.15, -0.48, 0.71], [-0.31, -0.52, -0.17], [-0.17, 0.31, -0.02], [0.33, -0.26, -0.20], [-0.18, 0.16, 0.32], [-0.33, 0.53, 0.34], [-0.40, -0.16, 0.11], [-0.32, -0.43, 0.50], [0.20, 0.09, 0.07], [0.08, 0.13, -0.92], [0.21, 0.25, -0.82], [-0.46, -0.54, 1.32], [0.04, -0.26, -0.04], [-0.31, 0.38, -0.12], [0.77, 0.34, -0.01], [0.34, 0.50, -0.18], [-0.46, -0.63, 0.41], [-0.24, 0.02, 0.18]], "mulliken_charge": [0.118, -0.094, -0.711, 0.492, -0.201, -0.887, -0.596, -0.581, 0.332, 0.168, 0.402, 0.320, 0.267, 0.293, 0.386, 0.284, 0.276, 0.445, -0.677, 0.301, 0.309, -0.647, 0.334, 0.436, -0.768], "e_tot_ha": -646.5164, "total_charge": 0, "e_homo_ev": -9.633, "smiles": "CNC(=O)CNC=O.O.O.O", "lumo_energy_ev": 0.130, "e_above_lowest_kcal_mol": 27.5}

6.
{"formula": "C4H14N2OS", "method": "ωB97M-V/def2-TZVPD", "elements": ["C", "N", "C", "C", "S", "C", "N", "H", "H", "H", "H", "H", "H", "H", "H", "H", "H", "H", "H", "H", "H", "O"], "xyz": [[0.575, 1.898, -1.257], [1.407, 0.690, -1.304], [0.794, -0.542, -0.552], [-0.506, -1.003, -1.308], [-0.981, -2.824, -0.995], [0.666, -0.313, 0.987], [2.005, -0.727, 1.464], [0.678, 2.622, -0.422], [-0.426, 1.594, -1.221], [0.765, 2.473, -2.194], [2.213, 0.822, -0.743], [1.576, -1.278, -0.860], [-0.418, -0.939, -2.391], [-1.380, -0.391, -0.970], [0.167, -3.362, -0.539], [0.472, 0.670, 1.369], [-0.291, -0.842, 1.220], [2.335, -1.577, 0.924], [2.051, -0.860, 2.500], [-3.495, 0.698, 2.306], [-4.212, 2.011, 2.267], [-3.995, 1.181, 1.716]], "forces_ev_per_a": [[1.33, 0.89, -0.66], [-1.62, -1.35, 1.03], [0.00, 1.86, -2.48], [-0.03, -0.27, 1.22], [0.01, 0.97, 0.11], [0.18, -1.90, -1.42], [-0.28, -1.21, 0.69], [0.44, -0.60, -0.08], [-1.67, -0.26, -0.29], [-0.34, -0.32, 0.66], [1.20, 0.44, 0.29], [-0.61, 0.15, 0.97], [0.30, 0.29, 0.19], [0.57, -0.70, -0.30], [0.03, 0.45, -0.14], [0.10, 0.95, -0.58], [0.96, -0.57, 0.71], [-0.64, 1.29, 1.50], [0.04, -0.10, -1.42], [1.73, -1.88, 1.85], [0.39, -1.89, -1.51], [-2.10, 3.76, -0.35]], "mulliken_charge": [-0.764, -0.446, -0.278, -0.918, -0.256, -0.362, -0.524, 0.263, 0.309, 0.261, 0.301, 0.460, 0.487, 0.340, 0.110, 0.274, 0.287, 0.226, 0.228, 0.302, 0.327, -0.627], "e_tot_ha": -743.6700, "total_charge": 0, "e_homo_ev": -8.962, "smiles": "CN[C@@H](CN)CS.O", "lumo_energy_ev": 0.615, "e_above_lowest_kcal_mol": 40.1}